Below is the ion CH6N5S with charge +1, with properties calculated with the ωB97M-V functional and the def2-TZVPD basis.

CARTESIAN COORDINATES (ANGSTROEM)
1 H -1.294 -2.273 0.926
2 N -0.591 -1.493 0.695
3 N -0.644 -0.804 -0.309
4 N -1.389 -1.014 -1.418
5 N 0.215 0.188 -0.501
6 C 0.932 0.788 0.356
7 N 1.798 1.720 -0.102
8 S 0.737 0.775 2.120
9 H -1.424 -0.291 -2.101
10 H -2.338 -1.496 -1.389
11 H 2.125 1.528 -1.098
12 H 2.209 2.417 0.432
13 H -0.336 -0.045 2.388

Output
Multiplicity ... 1
SMILES string ... [H]/N=[N+](N)/N=C(/N)S
Relative energy (zero: lowest compared OMol25 entry of this formula, charge and spin) ... 7.5 kcal/mol
Frontier orbital gap ... 9.078 eV
Electronic energy ... -713.2997 hartree
Charge ... +1



Below is an isolated molecule of C4H10N2O2, with properties calculated with the ωB97M-V functional and the def2-TZVPD basis.

CARTESIAN COORDINATES (ANGSTROEM)
1 C -0.357 2.097 0.922
2 N -0.603 0.683 1.260
3 C -1.330 0.025 0.137
4 C -0.373 -0.749 -0.757
5 N 0.669 -1.422 -0.005
6 C 1.937 -1.599 -0.493
7 O 2.934 -1.727 0.161
8 O 1.977 -1.618 -1.857
9 H -0.240 2.724 1.805
10 H -1.219 2.443 0.356
11 H 0.572 2.200 0.347
12 H -1.211 0.496 2.045
13 H -2.111 -0.680 0.506
14 H -2.081 0.684 -0.290
15 H -0.914 -1.407 -1.463
16 H 0.118 0.060 -1.314
17 H 0.519 -1.374 0.987
18 H 1.713 -0.835 -2.347

Output
Multiplicity ... 1
SMILES string ... CNCCNC(=O)O
Relative energy (zero: lowest compared OMol25 entry of this formula, charge and spin) ... 48.5 kcal/mol
Frontier orbital gap ... 10.049 eV
Electronic energy ... -418.3837 hartree



Below is the ion C5H10NO4 with charge -1, with properties calculated with the ωB97M-V functional and the def2-TZVPD basis.

CARTESIAN COORDINATES (ANGSTROEM)
1 C 0.070 -1.558 -1.503
2 C -0.034 -0.929 -0.128
3 O -0.514 -1.678 0.837
4 C 0.992 0.114 0.391
5 O 1.088 0.120 1.789
6 O 2.286 -0.231 -0.176
7 C 0.574 1.529 -0.097
8 C -0.917 1.486 0.212
9 N -1.586 0.284 -0.414
10 O -2.485 -0.282 0.414
11 H -0.287 -2.514 -1.546
12 H 1.026 -1.703 -1.932
13 H -0.426 -1.053 -2.214
14 H 0.223 -0.234 2.007
15 H 2.682 -0.141 0.670
16 H 0.709 1.596 -1.091
17 H 0.883 2.404 0.578
18 H -1.131 1.406 1.265
19 H -1.295 2.492 0.075
20 H -1.857 -1.109 0.862

Output
Multiplicity ... 1
SMILES string ... CC(=O)C(O)(O)CC[N-]O
Relative energy (zero: lowest compared OMol25 entry of this formula, charge and spin) ... 54.0 kcal/mol
Frontier orbital gap ... 7.066 eV
Electronic energy ... -552.1465 hartree
Charge ... -1



Below is a structure of composition C33H37Cl2N6NiO, with properties calculated with the ωB97M-V functional and the def2-TZVPD basis.

CARTESIAN COORDINATES (ANGSTROEM)
1 Ni -1.428 0.385 -2.021
2 C 1.649 0.814 0.664
3 C 0.188 1.113 0.917
4 O -0.598 1.016 -0.268
5 H 2.032 1.525 -0.069
6 H 1.714 -0.164 0.187
7 H 2.195 0.844 1.607
8 H 0.081 2.141 1.261
9 H -0.120 0.449 1.725
10 N -0.185 1.958 -3.154
11 C 1.162 1.887 -3.253
12 C 1.987 2.629 -4.114
13 C 1.364 3.553 -4.929
14 C 0.004 3.707 -4.901
15 C -0.698 2.860 -4.023
16 H 1.579 1.036 -2.734
17 H 3.041 2.434 -4.245
18 H 1.904 4.165 -5.637
19 H -0.419 4.452 -5.558
20 H -1.759 3.058 -4.041
21 N -0.139 -1.287 -2.180
22 C 0.103 -2.233 -1.219
23 C 0.816 -3.450 -1.282
24 C 1.445 -3.632 -2.484
25 C 1.399 -2.671 -3.499
26 C 0.504 -1.598 -3.353
27 H -0.435 -2.119 -0.290
28 H 1.083 -4.107 -0.468
29 H 2.098 -4.485 -2.597
30 H 2.005 -2.953 -4.347
31 H 0.431 -0.865 -4.144
32 N 2.420 -3.921 1.752
33 C 1.681 -4.948 2.304
34 C 0.521 -4.816 3.052
35 C 0.035 -3.595 3.259
36 C 0.832 -2.511 2.780
37 C 1.987 -2.696 2.058
38 H 2.018 -5.973 2.251
39 H 0.148 -5.752 3.442
40 H -0.820 -3.299 3.850
41 H 0.482 -1.556 3.145
42 H 2.582 -1.884 1.669
43 N -2.899 -1.328 -0.821
44 C -3.243 -2.583 -1.326
45 C -3.890 -3.574 -0.609
46 C -4.078 -3.373 0.792
47 C -3.801 -2.140 1.367
48 C -3.215 -1.185 0.544
49 H -3.024 -2.751 -2.371
50 H -4.096 -4.519 -1.090
51 H -4.650 -4.068 1.388
52 H -3.969 -2.007 2.425
53 H -2.919 -0.252 1.000
54 N -3.316 1.656 -1.466
55 C -3.051 2.883 -1.014
56 C -3.967 3.817 -0.621
57 C -5.317 3.512 -0.728
58 C -5.630 2.221 -1.175
59 C -4.652 1.322 -1.545
60 H -1.991 3.084 -0.974
61 H -3.687 4.823 -0.347
62 H -6.118 4.211 -0.538
63 H -6.657 1.890 -1.198
64 H -4.809 0.298 -1.847
65 N 4.393 -0.428 3.290
66 C 4.641 0.938 3.225
67 C 4.561 1.652 4.374
68 C 4.212 1.107 5.575
69 C 4.153 -0.328 5.679
70 C 4.195 -1.036 4.508
71 H 4.750 1.573 2.359
72 H 4.488 2.728 4.427
73 H 3.895 1.741 6.390
74 H 4.208 -0.749 6.672
75 H 3.980 -2.092 4.580
76 C 1.248 4.606 -0.518
77 Cl 0.970 4.995 1.226
78 Cl 2.790 5.252 -1.093
79 H 1.192 3.521 -0.608
80 H 0.416 5.068 -1.049

Output
Multiplicity ... 3
Expectation value of S² ... 2.006
Relative energy (zero: lowest compared OMol25 entry of this formula, charge and spin) ... 70.4 kcal/mol
Frontier orbital gap (spin up / spin down) ... 8.233 / 7.198 eV
Electronic energy ... -4111.8341 hartree
Charge ... +1



Below is a structure of composition C6H9N, with properties calculated with the ωB97M-V functional and the def2-TZVPD basis.

CARTESIAN COORDINATES (ANGSTROEM)
1 C -1.735 -0.703 0.642
2 N 0.346 -1.022 0.022
3 C 1.221 -0.688 0.885
4 C 1.949 0.326 0.060
5 C 0.771 0.020 -0.912
6 C -0.289 1.068 -1.037
7 C -1.372 0.833 -0.284
8 H -2.241 -0.258 1.478
9 H -2.367 -1.188 -0.095
10 H -1.246 -1.615 1.120
11 H 1.317 -1.120 1.885
12 H 2.921 -0.029 -0.292
13 H 2.000 1.340 0.450
14 H 1.006 -0.466 -1.859
15 H -0.091 1.915 -1.728
16 H -2.191 1.589 -0.335

Output
Multiplicity ... 1
Relative energy (zero: lowest compared OMol25 entry of this formula, charge and spin) ... 119.6 kcal/mol
Frontier orbital gap ... 9.595 eV
Electronic energy ... -288.5915 hartree



Below is a structure of composition C6H9GdO4, with properties calculated with the ωB97M-V functional and the def2-TZVPD basis.

CARTESIAN COORDINATES (ANGSTROEM)
1 O 1.074 0.438 0.132
2 C -0.050 1.267 0.198
3 C -0.263 2.238 -0.685
4 H -0.728 0.995 1.010
5 H -1.171 2.835 -0.599
6 H 0.453 2.469 -1.476
7 O 0.842 0.538 6.143
8 C 1.250 1.180 5.075
9 O 0.344 1.699 4.363
10 Gd 2.164 2.414 3.030
11 O 2.765 1.666 0.958
12 C 2.269 0.964 0.086
13 H 2.780 0.752 -0.861
14 C 1.784 0.346 7.212
15 H 1.683 -0.704 7.515
16 H 2.797 0.503 6.818
17 C 1.481 1.281 8.361
18 H 1.604 2.329 8.055
19 H 0.454 1.136 8.723
20 H 2.172 1.075 9.190

Output
Multiplicity ... 8
Expectation value of S² ... 16.360
Relative energy (zero: lowest compared OMol25 entry of this formula, charge and spin) ... 16.2 kcal/mol
Frontier orbital gap (spin up / spin down) ... 8.130 / 6.229 eV
Electronic energy ... -1299.9285 hartree
Charge ... +2



Below is a structure of composition C11H21F6I2O2P2Tb, with properties calculated with the ωB97M-V functional and the def2-TZVPD basis.

CARTESIAN COORDINATES (ANGSTROEM)
1 I 4.721 3.463 -2.160
2 I 4.923 1.012 -2.965
3 Tb 0.789 0.611 -0.211
4 P 2.184 -0.314 1.479
5 C 2.642 -2.051 1.381
6 C 3.739 0.596 1.588
7 H 4.301 0.248 2.460
8 H 2.103 -0.413 3.877
9 H 3.524 1.668 1.683
10 H 1.122 0.944 3.230
11 H 3.190 -2.247 0.451
12 H 4.330 0.441 0.678
13 C 1.402 -0.108 3.094
14 H 3.272 -2.307 2.237
15 H 0.493 -0.717 3.154
16 H 1.745 -2.682 1.384
17 P -0.563 1.586 -1.910
18 C -1.136 0.556 -3.274
19 C -2.059 2.286 -1.174
20 H 0.629 3.669 -1.893
21 H -0.407 3.500 -3.351
22 H 1.157 2.631 -3.237
23 C 0.283 2.983 -2.677
24 H -1.776 2.950 -0.347
25 H -2.608 2.849 -1.935
26 H -1.750 1.159 -3.948
27 H -1.727 -0.286 -2.894
28 H -2.693 1.490 -0.773
29 H -0.279 0.148 -3.824
30 C 0.738 -1.207 -1.189
31 O 0.697 -2.151 -1.689
32 C -2.517 -1.391 -0.545
33 C -1.998 -1.088 0.876
34 O -1.072 -0.038 0.984
35 C -3.239 -0.670 1.758
36 F -4.229 -1.621 1.745
37 F -2.860 -0.446 3.043
38 F -3.767 0.493 1.260
39 C -1.458 -2.449 1.468
40 F -2.411 -3.433 1.430
41 F -0.405 -2.894 0.712
42 F -1.043 -2.325 2.760
43 H -3.020 -0.524 -0.999
44 H -3.262 -2.195 -0.537
45 H -1.703 -1.727 -1.200

Output
Multiplicity ... 7
Expectation value of S² ... 12.617
Relative energy (zero: lowest compared OMol25 entry of this formula, charge and spin) ... 182.7 kcal/mol
Frontier orbital gap (spin up / spin down) ... 5.632 / 5.901 eV
Electronic energy ... -3283.2205 hartree
Charge ... +2



Below is a structure of composition C3H8NO3, with properties calculated with the ωB97M-V functional and the def2-TZVPD basis.

CARTESIAN COORDINATES (ANGSTROEM)
1 O 2.914 0.994 0.340
2 C 1.683 0.555 -0.009
3 N 0.423 1.620 -0.349
4 C -0.675 0.985 0.212
5 O -0.961 -0.764 0.012
6 C 1.759 -0.469 -1.184
7 H 1.346 0.107 0.927
8 H -1.748 1.198 -0.120
9 H -0.641 0.738 1.344
10 H 0.744 -0.775 -1.411
11 H 1.969 0.070 -2.171
12 H 2.547 -1.136 -0.883
13 H -1.937 -0.866 0.138
14 H -4.120 -1.203 1.817
15 O -3.305 -1.053 1.338

Output
Multiplicity ... 1
Relative energy (zero: lowest compared OMol25 entry of this formula, charge and spin) ... 234.4 kcal/mol
Frontier orbital gap ... 3.431 eV
Electronic energy ... -399.3042 hartree
Charge ... -1



Below is a cluster of 2 separate species, C4H8N2 in total, with properties calculated with the ωB97M-V functional and the def2-TZVPD basis.

CARTESIAN COORDINATES (ANGSTROEM)
1 C -0.303 0.179 2.516
2 C 0.871 0.183 -1.465
3 C 2.136 -0.076 -0.995
4 C -2.009 -0.114 0.795
5 N -0.009 0.358 -2.148
6 N -0.980 0.102 1.612
7 H 0.315 0.174 3.401
8 H 2.541 -0.892 -1.663
9 H 2.381 -0.335 0.064
10 H 2.723 0.858 -0.982
11 H -2.767 -0.873 1.191
12 H -1.624 -0.801 -0.073
13 H -2.492 0.756 0.525
14 H -0.783 0.482 -2.777

Output
Multiplicity ... 1
Relative energy (zero: lowest compared OMol25 entry of this formula, charge and spin) ... 21.6 kcal/mol
Frontier orbital gap ... 12.962 eV
Electronic energy ... -265.9401 hartree
Charge ... +2



Below is a structure of composition C18H18BrNO9PTeTi, with properties calculated with the ωB97M-V functional and the def2-TZVPD basis.

CARTESIAN COORDINATES (ANGSTROEM)
1 Ti -0.187 0.472 0.643
2 O 0.833 -2.981 2.670
3 C 0.836 -1.916 1.832
4 O -0.264 -1.251 1.671
5 C 1.933 -1.491 1.123
6 C 3.269 -1.982 1.025
7 C 4.135 -1.386 0.166
8 C 3.697 -0.302 -0.672
9 C 2.428 0.149 -0.528
10 N 1.576 -0.360 0.401
11 C 1.732 1.193 -1.357
12 O 2.268 1.843 -2.224
13 O 0.453 1.271 -1.023
14 H -0.019 -2.954 3.124
15 H 3.564 -2.828 1.632
16 H 5.153 -1.746 0.086
17 H 4.337 0.143 -1.420
18 Br -3.480 6.962 -0.703
19 C -2.382 5.738 0.257
20 C -2.521 5.644 1.633
21 C -1.725 4.745 2.321
22 C -0.823 3.934 1.641
23 C -0.703 4.044 0.262
24 C -1.477 4.960 -0.438
25 C -0.006 2.946 2.435
26 O 0.244 3.148 3.601
27 O 0.415 1.896 1.767
28 H -3.244 6.258 2.152
29 H -1.805 4.642 3.395
30 H -0.007 3.415 -0.277
31 H -1.383 5.051 -1.512
32 C -4.455 -3.359 0.582
33 C -3.588 -2.230 1.085
34 O -4.178 -0.994 0.649
35 P -3.367 0.368 0.919
36 O -2.078 0.253 0.077
37 Te -2.990 0.889 3.153
38 O -4.323 1.415 0.207
39 C -4.465 1.394 -1.230
40 C -3.607 2.469 -1.856
41 H -4.046 -4.316 0.910
42 H -4.497 -3.357 -0.508
43 H -5.470 -3.264 0.969
44 H -2.570 -2.300 0.696
45 H -3.534 -2.219 2.176
46 H -5.525 1.566 -1.420
47 H -4.206 0.404 -1.611
48 H -3.856 3.444 -1.436
49 H -3.779 2.500 -2.934
50 H -2.551 2.269 -1.677

Output
Multiplicity ... 1
Relative energy (zero: lowest compared OMol25 entry of this formula, charge and spin) ... 8.0 kcal/mol
Frontier orbital gap (spin up / spin down) ... 5.863 / 5.864 eV
Electronic energy ... -5461.8737 hartree
Charge ... -1



Below is a cluster of 25 separate species, C11H72NO24 in total, with properties calculated with the ωB97M-V functional and the def2-TZVPD basis.

CARTESIAN COORDINATES (ANGSTROEM)
1 C 24.642 -57.582 -27.669
2 C 24.042 -58.681 -28.638
3 C 24.077 -58.364 -30.090
4 C 23.275 -59.250 -31.038
5 N 23.559 -59.104 -32.513
6 C 22.774 -59.996 -33.281
7 C 23.408 -61.410 -33.266
8 C 24.991 -61.013 -33.099
9 C 25.007 -59.550 -33.020
10 C 23.364 -57.671 -32.991
11 C 21.869 -57.066 -32.597
12 C 21.866 -55.752 -33.176
13 H 25.575 -57.208 -27.995
14 H 24.586 -58.158 -26.768
15 H 23.827 -56.827 -27.428
16 H 23.028 -58.764 -28.249
17 H 24.689 -59.689 -28.425
18 H 25.071 -58.280 -30.228
19 H 23.716 -57.466 -30.192
20 H 22.395 -59.088 -30.760
21 H 23.594 -60.275 -30.761
22 H 22.923 -59.684 -34.288
23 H 21.742 -60.165 -33.111
24 H 23.075 -61.972 -34.139
25 H 23.010 -61.933 -32.442
26 H 25.410 -61.359 -33.998
27 H 25.493 -61.312 -32.124
28 H 25.115 -59.208 -33.964
29 H 25.668 -59.095 -32.182
30 H 23.612 -57.604 -34.028
31 H 23.930 -56.950 -32.534
32 H 21.594 -57.094 -31.636
33 H 20.952 -57.427 -33.086
34 H 22.627 -55.042 -32.725
35 H 20.740 -55.219 -32.945
36 H 21.720 -55.770 -34.241
37 O 22.962 -53.481 -35.326
38 H 23.321 -54.147 -35.769
39 H 23.671 -52.745 -35.456
40 O 22.672 -57.854 -24.733
41 H 22.507 -57.822 -23.703
42 H 23.486 -57.284 -24.806
43 O 28.092 -61.497 -31.316
44 H 27.325 -61.636 -30.558
45 H 28.557 -62.315 -31.248
46 O 27.883 -58.589 -30.619
47 H 28.105 -59.519 -30.623
48 H 28.081 -58.456 -29.845
49 O 25.960 -57.300 -35.399
50 H 26.775 -57.988 -35.457
51 H 25.395 -57.815 -36.017
52 O 23.773 -61.921 -27.857
53 H 23.201 -61.741 -27.014
54 H 23.134 -62.555 -27.966
55 O 20.864 -60.469 -28.805
56 H 21.313 -60.292 -27.981
57 H 20.745 -61.404 -29.044
58 O 25.680 -54.517 -26.944
59 H 25.831 -53.537 -26.839
60 H 25.011 -54.286 -27.483
61 O 19.307 -55.105 -30.145
62 H 19.458 -54.558 -30.848
63 H 18.473 -54.686 -29.662
64 O 18.232 -55.339 -34.354
65 H 18.142 -56.218 -34.972
66 H 17.642 -55.909 -33.647
67 O 24.875 -56.101 -24.626
68 H 24.188 -55.624 -24.342
69 H 25.198 -55.823 -25.607
70 O 18.616 -59.761 -32.464
71 H 18.954 -59.086 -31.751
72 H 19.088 -60.526 -32.259
73 O 19.901 -53.216 -35.003
74 H 20.857 -53.335 -35.288
75 H 19.681 -53.967 -34.411
76 O 22.177 -60.328 -26.130
77 H 21.807 -60.695 -25.350
78 H 22.403 -59.558 -25.625
79 O 19.625 -52.763 -31.693
80 H 20.434 -52.511 -32.117
81 H 19.172 -51.982 -31.391
82 O 20.595 -62.815 -35.319
83 H 20.164 -62.596 -34.411
84 H 20.868 -63.586 -35.259
85 O 21.218 -56.213 -26.265
86 H 21.702 -55.273 -26.058
87 H 21.637 -56.886 -25.581
88 O 26.037 -62.460 -29.586
89 H 25.261 -61.915 -29.118
90 H 26.699 -62.518 -28.865
91 O 21.311 -56.438 -28.879
92 H 20.558 -55.884 -29.083
93 H 21.518 -56.555 -27.901
94 O 27.960 -62.688 -33.783
95 H 27.866 -62.142 -32.912
96 H 28.512 -63.438 -33.289
97 O 24.354 -63.739 -31.262
98 H 23.458 -63.858 -30.870
99 H 24.870 -63.280 -30.762
100 O 21.451 -63.930 -31.015
101 H 20.953 -64.197 -30.309
102 H 21.374 -64.853 -31.296
103 O 23.554 -54.640 -28.942
104 H 24.248 -55.022 -29.490
105 H 23.035 -55.339 -29.038
106 O 19.943 -58.417 -30.386
107 H 20.079 -57.622 -29.818
108 H 20.326 -58.937 -29.650

Output
Multiplicity ... 1
Relative energy (zero: lowest compared OMol25 entry of this formula, charge and spin) ... 53.3 kcal/mol
Frontier orbital gap ... 9.295 eV
Electronic energy ... -2322.1884 hartree
Charge ... +1